[1]
68
Properties=species:S:1:pos:R:3:mulliken_charge:R:1 method="wB97M-V/def2-TZVPD" e_tot_ev=-388822.83546 homo_lumo_gap_ev=5.4 fmax_ev_per_a=0.9 charge=-1 e_lumo_ev=1.46 spin_multiplicity=1 homo_energy_ev=-3.98
C -2.800 0.382 0.030 -0.663
C -1.899 1.336 -0.760 -0.459
N -1.793 0.984 -2.171 -0.393
B -1.030 -0.310 -2.557 0.719
C 0.267 -0.668 -1.635 -1.204
O -0.089 -1.312 -0.361 0.530
C 0.897 -1.689 0.438 0.372
C 0.468 -2.786 1.375 -0.143
O 2.014 -1.199 0.472 -0.642
C -0.431 -0.039 -4.113 -0.978
C 0.881 0.592 -4.146 0.516
O 1.920 0.184 -4.564 -0.602
F 0.888 1.840 -3.564 -0.138
P -2.287 -1.841 -2.831 -0.616
C -2.397 -2.861 -1.292 -0.642
O -3.808 -1.098 -2.846 -0.412
H -2.241 -0.387 0.561 -0.184
H -3.542 -0.069 -0.628 0.179
H -3.346 0.952 0.791 0.444
H -0.930 1.459 -0.247 0.161
H -2.371 2.327 -0.703 0.545
H -1.355 1.772 -2.636 0.197
H 0.963 -1.342 -2.143 0.571
H 0.791 0.260 -1.387 0.246
H 1.319 -3.105 1.973 -0.119
H 0.057 -3.627 0.818 0.436
H -0.282 -2.377 2.052 -0.261
H -0.376 -0.967 -4.678 0.324
H -1.162 0.611 -4.606 0.361
H -3.220 -3.572 -1.408 0.478
H -1.466 -3.426 -1.202 0.102
H -2.546 -2.311 -0.361 0.029
H -4.414 -1.792 -3.131 0.286
C 2.704 5.207 -1.540 0.271
Cl 1.942 6.644 -2.237 -0.071
Cl 2.056 3.783 -2.337 0.090
Cl 4.458 5.293 -1.776 -0.121
Cl 2.351 5.147 0.193 -0.119
C 0.340 -1.045 5.356 0.265
Cl 0.930 0.050 6.614 -0.118
Cl 1.025 -0.604 3.801 -0.031
Cl 0.826 -2.703 5.750 -0.103
Cl -1.420 -0.957 5.266 -0.047
C -0.134 6.981 -6.300 0.287
Cl 0.378 5.737 -5.164 0.032
Cl -1.819 7.421 -6.003 -0.093
Cl 0.888 8.412 -6.098 -0.111
Cl 0.025 6.376 -7.953 -0.115
C -4.148 -3.807 3.430 0.309
Cl -2.428 -3.524 3.198 -0.008
Cl -4.396 -5.395 4.171 -0.121
Cl -4.810 -2.558 4.496 -0.127
Cl -4.972 -3.747 1.873 -0.083
C 4.634 -3.981 2.264 0.327
Cl 6.094 -4.865 2.733 -0.111
Cl 3.922 -3.188 3.684 -0.073
Cl 5.042 -2.763 1.069 -0.061
Cl 3.464 -5.118 1.586 -0.107
C -2.174 7.988 -1.251 0.267
Cl -2.932 6.871 -0.117 -0.093
Cl -1.087 9.073 -0.373 -0.119
Cl -1.256 7.085 -2.448 0.071
Cl -3.425 8.947 -2.059 -0.125
C 5.447 -6.533 7.125 0.284
Cl 4.169 -7.157 8.176 -0.112
Cl 6.140 -7.866 6.192 -0.110
Cl 4.782 -5.333 6.024 0.040
Cl 6.711 -5.795 8.117 -0.106

---

[2]
38
Properties=species:S:1:pos:R:3:mulliken_charge:R:1 method="wB97M-V/def2-TZVPD" e_tot_ev=-47225.94857 homo_lumo_gap_ev="5.1 / 6.4" fmax_ev_per_a=3.1 charge=-1 e_lumo_ev="2.55 / 2.54" spin_multiplicity=2 homo_energy_ev="-2.54 / -3.90" de_lowest_kj_mol=0.0 s2=0.7587
C 0.880 1.983 0.687 -0.321
C 1.902 1.182 0.085 -0.545
C 2.223 0.112 0.984 -0.612
C 1.381 0.249 2.142 -0.503
C 0.567 1.416 1.963 -0.423
Ce -0.224 -0.325 0.090 0.243
C 0.854 -0.751 -2.267 -0.823
C 0.141 0.392 -2.186 0.528
C -0.294 1.569 -2.648 -0.803
N -1.775 0.732 -0.267 -0.311
H 2.972 -0.667 0.822 0.432
H 2.346 1.345 -0.896 0.511
H 1.423 -0.386 3.027 0.460
H -0.151 1.810 2.686 0.385
H 0.426 2.869 0.241 0.371
H 1.941 -0.783 -2.078 0.232
H -2.710 1.098 -0.017 0.015
H 0.440 -1.674 -2.702 0.280
H -0.042 1.927 -3.654 0.284
H -0.934 2.225 -2.049 0.198
C -4.825 -6.849 3.077 -1.362
C -3.779 -5.836 2.725 0.987
C -2.899 -5.376 3.710 -0.698
C -1.913 -4.442 3.405 -0.611
C -1.801 -3.964 2.094 -0.035
C -2.682 -4.399 1.100 -0.247
C -3.659 -5.336 1.425 -0.746
S -0.459 -2.864 1.734 1.699
O -0.902 -1.497 2.196 -0.617
O 0.720 -3.386 2.366 -0.691
O -0.405 -2.761 0.223 -0.664
H -4.372 -7.770 3.460 0.313
H -5.493 -6.471 3.858 0.314
H -5.427 -7.101 2.203 0.334
H -2.981 -5.761 4.729 0.328
H -1.225 -4.091 4.173 0.390
H -2.595 -4.014 0.087 0.460
H -4.341 -5.694 0.652 0.250

---

[3]
41
Properties=species:S:1:pos:R:3:mulliken_charge:R:1 method="wB97M-V/def2-TZVPD" e_tot_ev=-51291.87952 homo_lumo_gap_ev=8.8 fmax_ev_per_a=1.0 e_lumo_ev=0.49 spin_multiplicity=1 smiles="O=C(Nc1ccc(Cl)cc1)[C@@H]1CCCN(S(=O)(=O)c2cnc[nH]2)C1" homo_energy_ev=-8.34 de_lowest_kj_mol=0.0
O -0.332 -2.848 0.533 -0.674
C -0.619 -2.008 -0.294 0.242
N -1.581 -1.068 -0.125 -0.025
C -2.299 -0.781 1.044 0.352
C -3.033 0.404 1.068 -0.178
C -3.777 0.747 2.179 -0.936
C -3.794 -0.102 3.275 0.451
Cl -4.728 0.320 4.668 -0.230
C -3.069 -1.282 3.265 -0.883
C -2.324 -1.623 2.151 -0.306
C 0.054 -2.001 -1.683 0.465
C 1.389 -2.764 -1.603 -0.931
C 2.563 -1.802 -1.377 -0.930
C 2.125 -0.589 -0.565 -0.561
N 1.128 0.174 -1.304 0.111
S 0.352 1.327 -0.397 1.660
O -0.878 1.659 -1.061 -0.719
O 0.307 0.991 1.001 -0.740
C 1.486 2.678 -0.501 -0.425
C 2.061 3.410 -1.508 -0.332
N 2.916 4.315 -0.980 -0.622
C 2.873 4.148 0.315 -0.341
N 2.020 3.161 0.661 0.030
C 0.333 -0.602 -2.235 -1.650
H -1.684 -0.349 -0.828 0.331
H -2.998 1.070 0.219 0.386
H -4.340 1.666 2.198 0.401
H -3.087 -1.934 4.124 0.407
H -1.754 -2.537 2.144 0.498
H -0.635 -2.524 -2.354 0.627
H 1.555 -3.333 -2.518 0.354
H 1.320 -3.467 -0.772 0.386
H 3.365 -2.312 -0.844 0.417
H 2.965 -1.454 -2.330 0.309
H 2.972 0.078 -0.374 0.502
H 1.715 -0.908 0.401 0.392
H 1.903 3.335 -2.564 0.480
H 3.440 4.720 1.021 0.416
H 1.768 2.804 1.570 0.213
H 0.888 -0.695 -3.174 0.465
H -0.567 -0.024 -2.446 0.587

---

[4]
40
Properties=species:S:1:pos:R:3:mulliken_charge:R:1 method="wB97M-V/def2-TZVPD" e_tot_ev=-36497.84880 homo_lumo_gap_ev="4.6 / 4.6" fmax_ev_per_a=2.8 e_lumo_ev="-1.08 / -1.09" spin_multiplicity=1 homo_energy_ev="-5.66 / -5.65" de_lowest_kj_mol=705.9
C -2.546 -0.892 2.056 -0.897
C -1.994 1.375 -2.032 -1.494
H -2.069 -1.827 2.249 0.444
H -3.347 -0.837 1.274 0.487
H -2.756 -0.272 2.929 0.227
H -1.518 1.017 -2.935 0.333
H -3.088 1.179 -2.045 0.371
H -1.875 2.454 -1.980 0.328
C -0.463 -2.683 0.127 -0.130
C 0.570 -3.596 0.373 -0.850
C 1.815 -3.382 -0.236 -0.488
C 2.013 -2.195 -0.928 -0.887
H -1.465 -2.901 0.523 0.534
H 0.358 -4.457 0.995 0.439
H 2.612 -4.124 -0.181 0.424
H 2.963 -1.948 -1.405 0.275
N -0.268 -1.549 -0.551 -0.160
C 0.977 -1.244 -1.006 1.157
C 1.263 0.146 -1.468 0.147
N 0.363 1.088 -1.164 0.509
C 0.640 2.367 -1.354 -0.332
C 2.685 1.838 -2.491 -0.610
C 1.740 2.800 -2.109 -0.895
H -0.089 3.076 -0.951 0.359
H 1.790 3.855 -2.385 0.382
C 2.478 0.507 -2.116 -0.728
H 3.206 -0.274 -2.339 0.314
H 3.581 2.116 -3.050 0.404
Mg -1.913 0.276 -0.308 0.967
C -1.953 2.147 0.657 -1.560
H -2.390 2.934 0.066 0.417
H -0.930 2.382 0.910 0.335
H -2.488 2.010 1.586 0.406
F -0.117 -1.671 3.502 -0.243
C 0.426 -0.438 3.302 0.599
F -0.162 0.386 4.212 -0.263
F 1.733 -0.524 3.613 -0.250
C 0.181 0.146 1.885 0.404
O -1.013 -0.112 1.409 0.041
O 1.051 0.827 1.367 -0.518